{"formula": "C10H10NO2", "method": "ωB97M-V with the def2-TZVPD basis set", "e_lumo_ev": -5.77, "charge": 1, "largest_force_ev_per_a": 7.448, "gap_ha": 0.2805, "symbols": ["C", "C", "C", "C", "C", "C", "C", "C", "C", "C", "N", "O", "O", "H", "H", "H", "H", "H", "H", "H", "H", "H", "H"], "positions_angstrom": [[3.5745, 0.0194, 0.6604], [3.3430, 0.8775, -0.4350], [2.6685, -0.8278, 1.3055], [2.0384, 0.9647, -0.9555], [1.4328, -0.8839, 0.6390], [1.1008, 0.0074, -0.4546], [-2.1386, -1.2406, -0.5217], [-2.6409, -0.1615, 0.0666], [-4.0896, -0.0978, 0.3660], [-0.1340, -0.2346, -1.1118], [-1.8159, 1.0360, 0.1812], [-4.7350, 0.8586, 0.6752], [-0.8239, -1.3341, -0.7505], [4.4932, 0.2069, 1.1178], [4.1853, 1.5144, -0.7910], [2.7727, -1.1393, 2.2285], [1.8941, 1.4701, -1.8773], [0.5694, -1.3651, 1.1748], [-2.6194, -2.2123, -0.6540], [-4.5493, -1.0154, 0.1983], [-0.5447, 0.3615, -1.7979], [-2.3432, 1.7482, -0.3149], [-1.6384, 1.4477, 1.0509]], "forces_ev_per_angstrom": [[-0.28, 0.82, -0.01], [-0.99, 0.13, 0.05], [-2.28, 2.98, -6.44], [1.64, -2.24, 0.54], [-0.87, 0.79, 1.53], [0.41, -1.28, -0.41], [-1.19, -0.71, 0.61], [0.30, 1.83, 0.51], [0.53, 0.56, -0.14], [1.10, -2.21, 4.66], [-0.85, -1.17, -2.52], [0.45, 0.80, 0.26], [2.54, 0.97, -1.04], [1.60, -0.19, 0.72], [-0.96, -0.59, 0.24], [0.91, -2.14, 4.23], [-0.55, 0.80, -0.42], [1.04, 0.11, -0.94], [-0.19, 0.55, -0.03], [-1.20, -2.18, -0.25], [-1.42, 2.15, -2.92], [0.21, 0.25, -0.23], [0.03, -0.02, 1.99]]}